1) ORCA calculation (ωB97M-V/def2-TZVPD) on a structure of composition C6H14.

Geometry as XYZ:
```
20
Properties=species:S:1:pos:R:3:nbo_charge:R:1
H 1.95027 0.78943 2.18516 0.252
H -1.43071 -2.72048 -0.34990 0.200
H -0.18231 -0.73500 1.66821 0.246
H 2.57333 0.14957 0.65488 0.182
H -1.35095 -0.31361 -1.13091 0.193
H -2.11167 0.20641 0.36625 0.209
H 1.22045 0.40514 -1.70961 0.215
C -2.07807 -1.94604 0.08084 -0.603
C 1.94661 0.94541 1.09423 -0.726
C -1.45168 -0.55755 -0.06372 -0.390
H -2.23790 -2.20016 1.13636 0.201
C -0.07641 -0.45117 0.60413 -0.529
H -0.00948 1.60495 -2.24155 0.224
C 0.81962 1.41056 -1.55419 -0.748
H 1.60854 2.16072 -1.66156 0.220
H 2.41845 1.92029 0.91961 0.223
C 0.48869 0.93200 0.73397 0.022
H -3.04854 -2.00546 -0.42608 0.211
H 0.33481 1.60650 -0.48351 0.223
H 0.61694 -1.20154 0.17742 0.176
```

- Kohn-Sham gap: 8.640 eV
- Net charge: 0
- E_LUMO: 0.0329 Eh
- HOMO: -0.285 Ha



2) ORCA calculation (ωB97M-V/def2-TZVPD) on an isolated molecule of C6H14.

Geometry as XYZ:
```
20
Properties=species:S:1:pos:R:3:nbo_charge:R:1
H -0.52944 -0.57972 -1.45918 0.207
H 0.28813 -1.97725 0.20293 0.188
H 2.04755 -0.18134 1.33619 0.203
C -1.76662 -0.00184 0.62382 -0.619
H 1.83917 -1.83393 1.73476 0.211
H 1.49895 -2.01029 -0.94882 0.203
H -1.43255 -0.89850 1.15443 0.207
H -0.37506 2.58574 -1.16034 0.208
H -2.50023 -0.23312 -0.12730 0.206
C -1.12068 1.93849 -0.70147 -0.601
H -1.76677 2.44076 0.02617 0.205
H 3.11837 -1.41688 0.53651 0.210
H 0.08669 1.25770 0.78957 0.196
H 1.04455 0.44440 -1.35094 0.198
C -0.53901 0.72762 0.06545 -0.210
C 0.29578 -0.18736 -0.86097 -0.398
H -1.87903 1.65761 -1.44491 0.195
C 2.12542 -1.18596 0.90720 -0.615
H -2.21740 0.64483 1.38161 0.210
C 1.05996 -1.32637 -0.21376 -0.403
```

- SMILES string: CCCC(C)C
- Kohn-Sham gap: 11.692 eV
- Net charge: 0
- E_LUMO: 0.0429 Eh
- HOMO: -0.387 Ha



Most stable structure, least stable structure: 2), 1).



1) ORCA calculation (ωB97M-V/def2-TZVPD) on a cluster of 2 separate species, C6H14 in total.

Geometry as XYZ:
```
20
Properties=species:S:1:pos:R:3:nbo_charge:R:1
C 1.71352 1.64312 0.48230 -0.789
H 0.21135 -0.22492 1.90484 0.268
H 1.95639 1.97888 1.50370 0.269
H -2.42281 -2.62037 0.75614 0.212
C 0.18097 0.95745 -2.24745 -0.849
H -1.46896 -2.11222 2.15853 0.200
H 2.45549 0.88278 0.18827 0.183
H -2.01087 -0.12036 0.70986 0.214
H 1.83102 2.53814 -0.13710 0.241
C -1.46340 -2.19263 1.06469 -0.604
H -0.61223 0.60754 -2.91138 0.219
C -1.22707 -0.82923 0.42060 -0.389
H -0.67642 -2.90508 0.78881 0.201
H 0.96121 -0.86672 0.44097 0.182
H -0.28296 1.40185 -1.35408 0.232
C 0.29025 1.22645 0.58427 0.179
C 0.12944 -0.22854 0.79584 -0.593
H -1.28170 -0.92177 -0.67252 0.200
H 0.78336 1.71986 -2.74711 0.217
H 0.81978 0.11523 -1.96445 0.207
```

- Kohn-Sham gap: 8.667 eV
- Net charge: 0
- E_LUMO: 0.0199 Eh
- HOMO: -0.299 Ha



2) ORCA calculation (ωB97M-V/def2-TZVPD) on a cluster of 2 separate species, C6H14 in total.

Geometry as XYZ:
```
20
Properties=species:S:1:pos:R:3:nbo_charge:R:1
H -0.35858 -0.79452 0.58289 0.204
H 0.53892 0.02878 2.37090 0.176
C 0.77163 0.96087 1.82704 -0.796
C -0.77209 0.96845 -0.93522 -0.635
H -1.94334 -2.28354 -0.61271 0.208
H -1.91648 -0.05699 0.53393 0.200
H 1.90819 -0.50283 -1.06383 0.236
H 2.93668 -0.09643 0.29464 0.277
H -0.02939 0.91122 -1.74897 0.217
H 1.66031 1.42218 2.28627 0.275
C -1.47276 -1.42137 -1.09791 -0.603
H 1.63851 -1.30544 0.52553 0.177
H -0.58916 -1.78442 -1.64093 0.200
H -0.03981 1.68718 1.97425 0.239
C -1.07230 -0.32717 -0.11148 -0.413
H -1.73940 1.12256 -1.40988 0.210
H -0.54069 1.90657 -0.41317 0.245
H -2.17223 -1.00072 -1.82599 0.200
C 1.29097 0.92264 0.44051 0.177
C 1.90101 -0.35703 0.02415 -0.795
```

- Kohn-Sham gap: 8.669 eV
- Net charge: 0
- E_LUMO: 0.0311 Eh
- HOMO: -0.287 Ha



3) ORCA calculation (ωB97M-V/def2-TZVPD) on a cluster of 2 separate species, C6H14 in total.

Geometry as XYZ:
```
20
Properties=species:S:1:pos:R:3:nbo_charge:R:1
H -0.99185 -0.26219 -0.78335 0.268
C -1.04911 -0.33600 0.31238 -0.238
C 1.71949 1.72435 0.85426 -0.405
C -0.41798 -1.74608 1.06902 -0.690
H 2.79372 1.82364 0.62629 0.216
H -3.08977 -3.42524 -6.55168 0.001
H -0.51057 -2.25019 2.13520 0.314
H 1.48331 3.41897 -0.26381 0.206
H 1.59612 2.19421 1.92548 0.146
H -1.30371 -2.36373 0.66075 0.319
H -2.77536 -4.01382 -6.24512 -0.001
H 0.49787 -1.93034 0.57562 0.277
C 1.24669 0.26411 0.90392 -0.694
H -2.06888 -0.31510 0.65993 0.191
H 0.77978 2.07196 -1.13361 0.191
H -0.12613 2.73429 0.20822 0.193
H -0.58103 0.34416 2.42840 0.167
C 0.89612 2.51254 -0.06191 -0.613
H 2.02854 -0.38183 1.32544 0.190
C -0.12727 -0.06371 1.35459 -0.037
```

- Kohn-Sham gap: 5.595 eV
- Net charge: 0
- E_LUMO: 0.0054 Eh
- HOMO: -0.200 Ha



4) ORCA calculation (ωB97M-V/def2-TZVPD) on an isolated molecule of C6H14.

Geometry as XYZ:
```
20
Properties=species:S:1:pos:R:3:nbo_charge:R:1
H -2.59021 0.39960 0.83051 0.212
C -0.93686 -1.35233 -0.49535 -0.618
C 0.68277 0.49752 0.26721 -0.218
H -2.26825 0.99797 -0.93380 0.203
H -1.98613 -1.66533 -0.47564 0.209
H -0.64713 -1.26453 -1.55181 0.205
H -1.11106 -0.39667 1.39605 0.189
H -1.64145 1.91728 0.44127 0.207
H -0.33372 -2.14714 -0.04868 0.207
H 1.42684 -0.27836 -1.66684 0.202
H 1.18118 -0.51049 2.10911 0.207
H 2.60508 0.07216 1.21438 0.207
H 2.29510 1.12853 -1.07103 0.211
H 0.70000 1.33487 -1.79300 0.209
C -0.76626 -0.08108 0.33810 -0.196
H 1.73321 -1.36380 0.65324 0.199
C 1.61000 -0.37434 1.11121 -0.602
C 1.29277 0.67762 -1.14496 -0.614
H 0.66637 1.50427 0.71295 0.194
C -1.91223 0.90426 0.10707 -0.615
```

- SMILES string: CC(C)C(C)C
- Kohn-Sham gap: 11.885 eV
- Net charge: 0
- E_LUMO: 0.0422 Eh
- HOMO: -0.395 Ha



Most stable structure, least stable structure: 4), 3).



1) ORCA calculation (ωB97M-V/def2-TZVPD) on a cluster of 2 separate species, C4H12OS in total.

Geometry as XYZ:
```
18
Properties=species:S:1:pos:R:3:nbo_charge:R:1
C 0.41149 1.93401 0.63594 -0.060
H -0.76139 2.02257 -1.19116 0.203
H 1.74274 -0.88753 -0.81779 0.218
H 0.02871 0.51044 -0.89566 0.204
H -1.52380 1.69713 0.90299 0.458
H -1.31769 -0.95357 0.03258 0.212
H 1.02558 1.87812 -1.40081 0.221
H -1.46607 -1.44230 1.82253 0.239
H 1.60674 -2.60122 -1.36282 0.226
H 1.15625 1.35630 1.10553 0.181
H 0.26470 -1.61683 -1.56630 0.218
C -1.15740 -1.69297 0.80642 -0.743
H -1.82618 -2.55167 0.66844 0.209
O -0.73942 1.71255 1.47066 -0.723
C 0.16652 1.58807 -0.81429 -0.641
S 0.58438 -2.17379 0.78280 0.162
H 0.68061 2.99163 0.73497 0.156
C 1.12425 -1.77092 -0.91401 -0.738
```

- SMILES string: CCO.CSC
- Kohn-Sham gap: 9.320 eV
- Net charge: 0
- E_LUMO: 0.0338 Eh
- HOMO: -0.309 Ha



2) ORCA calculation (ωB97M-V/def2-TZVPD) on a cluster of 2 separate species, C4H12OS in total.

Geometry as XYZ:
```
18
Properties=species:S:1:pos:R:3:nbo_charge:R:1
H -0.77116 1.22441 -1.43741 0.210
H 1.24217 2.11319 0.68691 0.200
H 0.52860 -0.24156 0.13561 0.212
C -0.58546 -0.30617 0.15104 -0.445
C -0.69365 1.21686 -0.37704 -0.379
H -1.50694 1.79049 0.20720 0.193
H 1.36759 1.26725 -0.78637 0.192
H -0.86997 -1.38421 2.18957 0.238
C 0.74263 2.00383 -0.25480 -0.618
C -1.34390 -0.50149 1.50733 -0.504
H -0.94351 -1.03041 -0.57509 0.223
H 3.05500 -1.50039 -1.08626 0.466
H 3.36406 -2.57721 -2.11575 0.468
O 2.87645 -1.70625 -2.03068 -0.934
S -3.01604 -1.29537 1.19948 -0.059
H -1.69722 0.47596 1.90696 0.230
H 0.87676 2.93049 -0.70128 0.211
H -2.62542 -2.47940 1.38058 0.097
```

- SMILES string: CCCCS.O
- Kohn-Sham gap: 9.685 eV
- Net charge: 0
- E_LUMO: 0.0252 Eh
- HOMO: -0.331 Ha



3) ORCA calculation (ωB97M-V/def2-TZVPD) on a cluster of 2 separate species, C4H12OS in total.

Geometry as XYZ:
```
18
Properties=species:S:1:pos:R:3:nbo_charge:R:1
H -1.62351 6.52310 4.50712 0.212
H -0.53428 6.51219 0.71804 0.232
H 2.32870 -1.50207 0.75230 0.177
C -0.96818 6.20589 1.68474 -0.754
H 3.63584 -0.31459 1.03035 0.155
H 2.56930 1.24343 -0.64206 0.199
C 2.33092 0.16653 -0.63381 -0.636
H 1.27422 0.03789 -0.92266 0.214
H 2.96420 -0.33971 -1.38167 0.214
O 1.72657 0.15292 1.74295 -0.719
H -1.88713 6.79054 1.85894 0.212
C 2.57166 -0.42208 0.74504 -0.063
H -0.97287 4.87013 4.27543 0.213
C -0.69995 5.93377 4.37934 -0.754
S 0.25826 6.50881 2.96764 0.195
H -1.23649 5.13757 1.62724 0.212
H -0.07977 6.05109 5.28390 0.233
H 1.92092 1.11282 1.77800 0.460
```

- SMILES string: CCO.CSC
- Kohn-Sham gap: 9.249 eV
- Net charge: 0
- E_LUMO: 0.0251 Eh
- HOMO: -0.315 Ha



4) ORCA calculation (ωB97M-V/def2-TZVPD) on a cluster of 2 separate species, C4H12OS in total.

Geometry as XYZ:
```
18
Properties=species:S:1:pos:R:3:nbo_charge:R:1
H 3.21784 4.69650 1.14268 0.466
O 2.95690 5.31021 1.84253 -0.932
H 1.10470 0.11157 2.82086 0.217
C -0.30305 -1.27673 -1.28630 -0.507
H 0.98264 -2.01496 1.39058 0.199
C 0.18681 -0.16975 2.30913 -0.608
H -0.12440 0.78638 1.88649 0.200
C -0.70199 -1.33691 0.20120 -0.406
H 1.29528 -0.61946 0.51154 0.193
H -2.58016 -1.84252 -1.45984 0.119
S -1.70507 -1.50411 -2.41828 -0.043
H 3.77150 5.80018 2.00638 0.466
H 0.48999 -1.99987 -1.49548 0.206
H -0.65845 -0.54574 2.88701 0.210
H -1.36274 -0.49244 0.35314 0.200
H 0.16920 -0.31169 -1.47989 0.208
H -1.21507 -2.27201 0.40095 0.206
C 0.50158 -1.06971 1.11880 -0.395
```

- SMILES string: CCCCS.O
- Kohn-Sham gap: 9.766 eV
- Net charge: 0
- E_LUMO: 0.0285 Eh
- HOMO: -0.330 Ha



Most stable structure, least stable structure: 4), 2).



1) ORCA calculation (ωB97M-V/def2-TZVPD) on the ion C2H8N3 with charge +1.

Geometry as XYZ:
```
13
Properties=species:S:1:pos:R:3:nbo_charge:R:1
H 0.42365 -1.69382 1.74033 0.226
H -0.91341 0.72957 1.33033 0.444
H -0.49128 2.35475 -1.35788 0.452
N 0.33605 -0.68910 -1.26458 -0.745
C 0.69601 -0.66542 1.62904 -0.421
H -1.76356 1.27863 -1.76764 0.440
N -0.22290 0.25178 0.80195 -0.509
H 0.38294 -1.59889 -0.79791 0.418
H 1.62917 -0.64891 1.08923 0.223
H 0.21070 -0.75859 -2.29428 0.451
N -0.89823 1.37907 -1.14824 -0.921
C -0.21515 0.29508 -0.51809 0.702
H 0.82601 -0.23415 2.55776 0.239
```

- SMILES string: CNC(N)=[NH2+]
- Kohn-Sham gap: 11.298 eV
- Net charge: +1
- E_LUMO: -0.1396 Eh
- HOMO: -0.555 Ha



2) ORCA calculation (ωB97M-V/def2-TZVPD) on a cluster of 2 separate species, C2H8N3 in total.

Geometry as XYZ:
```
13
Properties=species:S:1:pos:R:3:nbo_charge:R:1
H 0.09239 -2.03142 -0.28587 0.377
H -3.01099 0.65179 -0.16634 0.434
H 0.69615 -0.02072 1.63867 0.392
N -0.34394 -0.84632 0.33294 -0.315
H 1.12821 0.90387 -1.16253 0.210
N -1.98084 0.74104 -0.04830 -0.716
N 0.51259 0.10542 0.68302 -0.446
H -1.61262 1.67924 0.11532 0.458
H 2.00031 -0.51919 -0.64158 0.194
C -1.47656 -0.43881 -0.04597 0.375
H -2.02313 -1.24590 -0.46570 0.216
H 2.32006 1.10510 0.10401 0.250
C 1.56309 0.45326 -0.27544 -0.429
```

- Kohn-Sham gap: 10.199 eV
- Net charge: +1
- E_LUMO: -0.1549 Eh
- HOMO: -0.530 Ha



3) ORCA calculation (ωB97M-V/def2-TZVPD) on the ion C2H8N3 with charge +1.

Geometry as XYZ:
```
13
Properties=species:S:1:pos:R:3:nbo_charge:R:1
N -0.17435 0.82909 -0.21235 -0.415
H 1.32092 0.40246 1.44078 0.215
H -0.64218 -0.72854 0.95370 0.449
H 2.33177 -1.04538 -0.18366 0.379
H -3.02770 -0.93220 0.61548 0.267
N 1.43068 -0.75874 -0.30942 -0.815
H -0.61944 1.67256 -0.68736 0.448
N -1.04034 -0.10388 0.22257 -0.206
H 1.37092 -0.48362 -1.31445 0.366
H 1.70104 1.51412 -0.07044 0.217
C 1.15586 0.55938 0.31671 -0.085
H -2.64314 0.23743 -0.84367 0.203
C -2.35134 -0.31329 -0.02962 -0.023
```

- SMILES string: C=[NH+]NCN
- Kohn-Sham gap (spin up / spin down): 9.669 / 9.668 eV
- Net charge: +1
- E_LUMO (spin up / spin down): -0.1826 / -0.1826 Eh
- HOMO (spin up / spin down): -0.538 / -0.538 Ha



4) ORCA calculation (ωB97M-V/def2-TZVPD) on the ion C2H8N3 with charge +1.

Geometry as XYZ:
```
13
Properties=species:S:1:pos:R:3:nbo_charge:R:1
C 0.58569 0.41059 -0.02957 0.663
H -2.34504 -0.89954 -1.34141 0.263
H 1.45726 1.51141 1.22429 0.383
N -0.67212 0.37754 -0.50781 -0.549
H 0.70965 -1.52828 0.62477 0.431
N 1.03195 1.73590 0.36609 -0.810
H 1.65202 2.21593 -0.37465 0.430
H 2.00635 -0.52843 1.17999 0.444
C -1.54432 -1.01722 -0.52223 -0.471
H -1.12229 1.31276 -0.72973 0.457
H -2.03268 -1.02294 0.57022 0.261
N 1.17353 -0.63537 0.51261 -0.757
H -0.90000 -1.93236 -0.97256 0.254
```

- SMILES string: CNC(N)=[NH2+]
- Kohn-Sham gap: 11.427 eV
- Net charge: +1
- E_LUMO: -0.1362 Eh
- HOMO: -0.556 Ha



Most stable structure, least stable structure: 1), 3).



1) ORCA calculation (ωB97M-V/def2-TZVPD) on a structure of composition C5H6O2.

Geometry as XYZ:
```
13
Properties=species:S:1:pos:R:3:nbo_charge:R:1
H 3.59114 -0.96182 0.30758 0.239
C 2.58766 -0.73075 0.02463 -0.205
H -0.79332 1.95193 -0.90836 0.163
C -0.46919 1.23132 -0.14439 0.452
H -0.04516 -0.22743 -1.73730 0.241
H -0.73254 -1.36463 1.01343 0.201
O -1.75628 0.39012 0.42379 -0.589
C 0.08761 -0.13460 -0.65483 -0.393
C 1.45652 -0.45160 -0.27662 -0.019
O -0.10003 1.67398 1.02865 -0.755
C -1.04257 -0.83842 0.10746 -0.057
H -1.10087 0.93779 1.31541 0.523
H -1.68297 -1.47587 -0.49944 0.200
```

- Kohn-Sham gap: 10.646 eV
- Net charge: 0
- E_LUMO: 0.0321 Eh
- HOMO: -0.359 Ha



2) ORCA calculation (ωB97M-V/def2-TZVPD) on an isolated molecule of C5H6O2.

Geometry as XYZ:
```
13
Properties=species:S:1:pos:R:3:nbo_charge:R:1
H -1.29588 3.60086 0.13057 0.246
C 0.65052 -1.82565 0.16579 -0.617
H -1.10625 0.66748 1.15448 0.484
C 0.50009 0.53669 -0.78031 0.501
O -0.58379 -0.14266 1.25540 -0.710
H 0.90422 -2.29714 -0.78563 0.227
O 1.23122 0.42759 -1.73450 -0.480
C -0.21003 -0.59433 -0.02734 0.010
H -1.10182 -0.83965 -0.63366 0.186
H 1.57176 -1.55292 0.68792 0.219
C 0.04326 1.82733 -0.26414 -0.114
H 0.09642 -2.53390 0.78795 0.226
C -0.69971 2.72629 0.04348 -0.178
```

- SMILES string: C#CC(=O)[C@@H](C)O
- Kohn-Sham gap: 10.187 eV
- Net charge: 0
- E_LUMO: 0.0014 Eh
- HOMO: -0.373 Ha



Most stable structure, least stable structure: 2), 1).